{"formula": "C57H66F3MnN4O5S2", "method": "the ωB97M-V functional and the def2-TZVPD basis", "de_lowest_kcal_mol": 45.4, "total_charge": -1, "spin_multiplicity": 6, "s_squared": 8.873, "elements": ["Mn", "C", "C", "C", "C", "C", "C", "C", "N", "C", "C", "C", "C", "C", "C", "O", "C", "C", "C", "C", "C", "C", "C", "C", "C", "O", "C", "C", "C", "C", "C", "C", "H", "H", "H", "H", "H", "H", "H", "H", "H", "H", "H", "H", "H", "H", "H", "H", "H", "H", "H", "H", "H", "H", "H", "H", "H", "H", "H", "H", "H", "H", "H", "H", "H", "H", "H", "H", "H", "H", "H", "H", "C", "C", "C", "C", "C", "C", "C", "C", "S", "C", "N", "C", "C", "C", "C", "C", "C", "C", "C", "H", "H", "H", "H", "H", "H", "H", "H", "H", "H", "H", "H", "H", "H", "H", "H", "F", "C", "F", "F", "C", "C", "C", "N", "C", "C", "H", "H", "H", "H", "N", "C", "C", "C", "C", "C", "C", "S", "O", "O", "O", "H", "H", "H", "H", "H", "H"], "positions_angstrom": [[-0.0460, 1.2649, -0.3383], [-4.2135, -3.2065, 2.9692], [-4.2097, -1.8572, 3.6900], [-5.6444, -1.3074, 3.6996], [-3.7332, -2.0869, 5.1334], [-3.2919, -0.8437, 3.0077], [-2.6555, -1.1088, 1.8122], [-1.8090, -0.1479, 1.2463], [-1.1133, -0.2643, 0.0803], [-1.1892, -1.3089, -0.7953], [-2.3688, -1.9535, -1.1928], [-2.3155, -2.9592, -2.1303], [-1.0378, -3.4326, -2.5119], [0.1577, -2.8605, -2.1427], [0.1014, -1.6315, -1.3902], [1.0589, -0.8185, -1.1917], [1.4933, -3.5210, -2.4669], [1.3334, -4.7809, -3.3208], [2.1196, -3.9323, -1.1249], [2.4157, -2.5516, -3.2223], [-3.5607, -3.5548, -2.7783], [-4.8327, -2.8072, -2.3728], [-3.4180, -3.4470, -4.3074], [-3.7111, -5.0305, -2.3813], [-1.4960, 1.0725, 1.9477], [-0.5196, 1.7836, 1.4410], [-2.2055, 1.3752, 3.1295], [-3.0858, 0.4069, 3.6031], [-2.0842, 2.6824, 3.9302], [-3.4822, 3.3185, 4.0214], [-1.1556, 3.7401, 3.3254], [-1.5709, 2.3590, 5.3413], [-4.8389, -3.9114, 3.5206], [-3.2071, -3.6237, 2.9072], [-4.6210, -3.1164, 1.9599], [-6.3166, -2.0005, 4.2129], [-6.0010, -1.1712, 2.6764], [-5.6927, -0.3417, 4.2046], [-4.3223, -2.8734, 5.6120], [-3.8298, -1.1828, 5.7350], [-2.6846, -2.3881, 5.1405], [-2.7655, -2.0609, 1.3130], [-3.3145, -1.6178, -0.7843], [-1.0071, -4.3137, -3.1396], [0.7333, -5.5353, -2.8085], [2.3204, -5.2093, -3.5037], [0.8791, -4.5561, -4.2896], [1.4739, -4.6510, -0.6164], [2.2455, -3.0710, -0.4739], [3.0973, -4.3967, -1.2743], [1.9878, -2.3148, -4.2017], [3.3973, -3.0087, -3.3731], [2.5348, -1.6277, -2.6629], [-4.7467, -1.7405, -2.5911], [-5.0495, -2.9326, -1.3101], [-5.6804, -3.2021, -2.9367], [-3.2172, -2.4127, -4.5952], [-4.3367, -3.7759, -4.8003], [-2.5965, -4.0610, -4.6758], [-3.8396, -5.1203, -1.3012], [-2.8284, -5.6043, -2.6657], [-4.5818, -5.4713, -2.8746], [-3.6322, 0.6268, 4.5126], [-3.8626, 3.5208, 3.0177], [-3.4331, 4.2610, 4.5734], [-4.1897, 2.6635, 4.5311], [-1.4746, 4.0151, 2.3211], [-0.1253, 3.3953, 3.2784], [-1.1865, 4.6369, 3.9524], [-2.2230, 1.6463, 5.8481], [-1.5241, 3.2692, 5.9454], [-0.5706, 1.9250, 5.2925], [6.8022, 3.3226, 0.9827], [6.0752, 2.9868, -0.3300], [5.9623, 1.4624, -0.4213], [6.9020, 3.4933, -1.5215], [4.7116, 3.6727, -0.3401], [4.6275, 5.0490, -0.0817], [3.4121, 5.7034, -0.0376], [2.2555, 4.9627, -0.2171], [0.6105, 5.5027, -0.1671], [0.0683, 3.8582, -0.4706], [1.0503, 2.9893, -0.6033], [2.2936, 3.5880, -0.4792], [3.5455, 2.9697, -0.5893], [-1.3406, 3.5589, -0.5637], [-2.3070, 4.5758, -0.5030], [-3.6463, 4.2503, -0.5092], [-4.0363, 2.9171, -0.5816], [-3.0792, 1.9120, -0.6454], [-1.7269, 2.2110, -0.6494], [7.7312, 2.7541, 1.0437], [6.1814, 3.0578, 1.8400], [7.0547, 4.3809, 1.0557], [6.9589, 1.0250, -0.3539], [5.5328, 1.1437, -1.3738], [5.3695, 1.0523, 0.3983], [7.8953, 3.0406, -1.5068], [7.0197, 4.5780, -1.4912], [6.4133, 3.2298, -2.4616], [5.5295, 5.6247, 0.0741], [3.3640, 6.7693, 0.1446], [3.6078, 1.9326, -0.8932], [-1.9957, 5.6125, -0.4391], [-4.3932, 5.0313, -0.4434], [-5.0869, 2.6557, -0.5711], [-3.4092, 0.8790, -0.6745], [-0.4313, -0.5140, -7.1253], [0.2036, 0.5914, -6.6994], [1.4687, 0.5261, -7.1411], [-0.3798, 1.6328, -7.3327], [0.1253, 0.7425, -5.2191], [1.2352, 1.0813, -4.4595], [1.0859, 1.2398, -3.0993], [-0.0753, 1.1048, -2.4475], [-1.1346, 0.7758, -3.1976], [-1.0865, 0.5849, -4.5611], [2.2020, 1.2075, -4.9254], [1.9472, 1.4845, -2.4947], [-2.0718, 0.6601, -2.6752], [-1.9810, 0.3189, -5.1078], [1.7612, 0.7011, 0.9281], [2.3276, -0.4664, 1.5324], [3.3694, -1.1343, 0.8978], [4.0047, -2.1926, 1.5265], [3.5778, -2.5956, 2.7798], [2.5202, -1.9618, 3.4051], [1.8903, -0.8910, 2.7808], [4.5469, -3.8590, 3.6419], [3.7254, -4.2642, 4.7715], [5.7506, -3.1191, 4.0071], [4.7683, -4.8959, 2.6459], [2.4494, 1.0777, 0.2997], [1.5622, 1.3854, 1.6493], [3.6738, -0.8235, -0.0968], [4.8297, -2.7184, 1.0632], [2.2230, -2.3068, 4.3868], [1.0584, -0.3828, 3.2604]], "mulliken_charge": [0.92, -1.98, 1.65, -1.65, -1.72, -0.22, -0.82, 0.06, 1.41, 0.13, -0.75, -0.40, -0.50, -0.08, -0.50, -0.16, 2.63, -2.47, -1.44, -1.39, 1.96, -1.92, -1.50, -1.70, -0.17, -0.56, 0.56, -0.42, 2.00, -1.76, -1.75, -1.73, 0.45, 0.40, 0.28, 0.46, 0.33, 0.28, 0.46, 0.33, 0.37, 0.90, 0.33, 0.60, 0.36, 0.50, 0.40, 0.28, 0.05, 0.45, 0.29, 0.50, -0.11, 0.33, 0.22, 0.48, 0.18, 0.48, 0.29, 0.31, 0.26, 0.48, 0.40, 0.32, 0.49, 0.27, 0.27, 0.21, 0.57, 0.27, 0.47, 0.32, -1.71, 2.07, -2.11, -1.74, -0.80, -0.13, -1.51, 1.28, -0.46, 0.58, 1.01, -0.72, 0.30, 0.16, -0.90, -1.07, -1.05, 0.36, 1.22, 0.44, 0.39, 0.36, 0.55, 0.29, 0.55, 0.43, 0.36, 0.36, 0.47, 0.41, -0.08, 0.47, 0.39, 0.47, 0.26, -0.26, 0.71, -0.29, -0.27, 0.53, -0.90, -0.40, 0.78, -0.27, -1.08, 0.53, 0.22, 0.06, 0.43, 0.22, 0.13, -0.71, -0.78, -0.15, -1.17, -0.10, 1.30, -0.73, -0.70, -0.70, -0.96, 0.39, 0.48, 0.41, 0.54, 0.55]}

{"formula": "CH8N3P", "method": "the ωB97M-V functional and the def2-TZVPD basis", "smiles": "C=P(N)(N)N", "de_lowest_kcal_mol": 11.6, "elements": ["C", "P", "N", "N", "N", "H", "H", "H", "H", "H", "H", "H", "H"], "positions_angstrom": [[1.2385, -1.2321, 0.3674], [0.0927, 0.0507, 0.0037], [-0.0847, 0.3509, -1.6238], [-1.4477, -0.1989, 0.6622], [0.3227, 1.6776, 0.5362], [1.3222, -1.4884, 1.4858], [0.8211, -2.1305, -0.1531], [0.5141, -0.2979, -2.2033], [-1.1199, 0.2613, -1.8386], [-2.1261, 0.4216, 1.0229], [-1.3505, -1.1704, 1.0922], [0.5645, 2.0937, -0.3551], [1.2533, 1.6624, 1.0034]], "mulliken_charge": [-1.04, 0.84, -0.67, -0.58, -0.77, 0.29, 0.28, 0.29, 0.27, 0.20, 0.29, 0.31, 0.30]}

{"formula": "C9H20N4S2", "method": "the ωB97M-V functional and the def2-TZVPD basis", "de_lowest_kcal_mol": 132.3, "elements": ["C", "C", "C", "C", "C", "C", "C", "C", "C", "H", "H", "H", "H", "H", "H", "H", "H", "H", "H", "H", "H", "H", "H", "H", "H", "H", "H", "H", "H", "N", "N", "N", "N", "S", "S"], "positions_angstrom": [[-4.9062, -0.8854, -0.0218], [-3.0343, 1.0850, 0.6941], [-1.5266, 1.4282, 0.8675], [-0.8220, 1.9914, -0.6073], [0.5786, 2.3349, -0.6246], [1.6200, 1.5078, 0.3867], [1.2174, -0.0468, 0.4434], [2.0365, -0.8041, -0.7063], [4.6143, -0.9340, 0.4162], [-6.1594, -2.2869, -1.1150], [-4.4201, -2.4252, -1.2256], [-5.3084, 0.9474, 0.8194], [-3.5295, 1.6192, -0.1434], [-3.3869, 1.0039, 1.7132], [-1.1515, -0.0787, 1.1881], [-1.6082, 2.3183, 2.1211], [-1.5188, 2.9506, -1.0856], [-0.8625, 1.0872, -1.3032], [0.8275, 3.4554, -0.4528], [0.8737, 2.2353, -1.6779], [1.5419, 2.1217, 1.4671], [2.8106, 1.5994, 0.0393], [1.4497, -0.4730, 1.5694], [0.0967, -0.2384, 0.4619], [2.3075, -1.8200, -0.8211], [1.5044, -0.6028, -1.7418], [6.5480, -0.5195, 1.0788], [5.9439, 0.4658, -0.0711], [3.1172, -2.0422, 0.9262], [-5.2376, -1.9645, -0.8047], [-5.6550, 0.1555, 0.2460], [5.7556, -0.3966, 0.3979], [4.2549, -1.9512, 1.0847], [-3.1534, -0.8164, 0.1684], [3.6805, -0.0762, -0.9998]], "mulliken_charge": [0.72, -0.96, -0.46, -0.13, -0.87, -0.46, 0.43, -1.16, 0.72, 0.23, 0.16, 0.32, 0.55, 0.43, 0.31, 0.18, 0.30, 0.20, 0.34, 0.29, 0.27, 0.26, 0.31, -0.79, 0.72, 0.26, 0.28, 0.18, 0.34, -0.42, -0.81, -0.40, -0.82, -0.22, -0.29]}

{"formula": "C26H46B2Br2Cl2F6N2O11PS", "method": "the ωB97M-V functional and the def2-TZVPD basis", "energy_ev": -256100.0762, "total_charge": 1, "elements": ["C", "O", "C", "C", "C", "N", "P", "N", "O", "O", "C", "C", "C", "C", "S", "B", "O", "O", "C", "Br", "Br", "O", "C", "B", "C", "O", "C", "O", "C", "F", "F", "C", "F", "F", "C", "F", "F", "C", "O", "O", "C", "O", "C", "Cl", "C", "C", "Cl", "H", "H", "H", "H", "H", "H", "H", "H", "H", "H", "H", "H", "H", "H", "H", "H", "H", "H", "H", "H", "H", "H", "H", "H", "H", "H", "H", "H", "H", "H", "H", "H", "C", "C", "C", "C", "C", "C", "H", "H", "H", "H", "H", "H", "H", "H", "H", "H", "H", "H", "H", "H"], "positions_angstrom": [[5.5580, 2.0719, -0.0553], [4.5170, 1.0283, -0.1885], [3.8687, 1.3145, -1.5037], [2.5476, 2.3323, -1.3439], [1.1183, 1.6566, -1.5433], [-0.0878, 1.6970, -0.6365], [-1.2306, 0.7752, -1.7197], [-1.7909, 1.5290, -3.0454], [-0.5403, -0.6379, -2.5116], [-2.6682, 0.1540, -1.0439], [-0.4797, 3.1770, -0.4409], [0.1098, 4.3484, -1.3253], [0.1751, 4.6289, -2.8920], [-0.9192, 5.7587, -3.4834], [-2.0938, 4.8368, -4.6657], [-2.1501, 3.4441, -0.4416], [-2.8107, 4.4016, -1.4012], [-3.1459, 2.7279, 0.3458], [-0.2871, 3.7521, 1.1124], [-1.5669, 5.3061, 1.5691], [1.4546, 4.5780, 1.6532], [-0.5932, 2.9253, 2.1831], [-0.6192, 1.4626, 2.0629], [0.3812, 1.1517, 3.4320], [1.2811, 2.2596, 4.2047], [0.3592, -0.2079, 4.0806], [-2.0219, 1.0835, 2.7274], [-2.1038, 1.7582, 3.9398], [-3.4101, 0.3464, 2.6471], [-4.1207, 0.1396, 1.3837], [-3.2285, -1.0395, 3.2374], [-4.6729, 0.8927, 3.6022], [-4.4956, 0.6111, 5.0591], [-5.7627, -0.1107, 3.2576], [-5.2831, 2.3357, 3.2183], [-4.3285, 3.4415, 2.9851], [-6.0975, 2.7755, 4.4169], [-6.3464, 2.3840, 1.9604], [-6.0859, 3.1710, 0.8783], [-7.6604, 1.7005, 1.9036], [0.0732, 0.8956, 0.6837], [1.4615, 1.2849, 1.1762], [0.2815, -0.6995, 0.6867], [1.5363, -1.5733, -0.4415], [-1.0123, -1.7355, 0.8427], [-1.2374, -2.8676, -0.3018], [-0.7644, -2.8298, 2.3820], [5.1684, 3.1333, -0.3758], [6.5042, 1.8212, -0.7181], [5.9039, 2.1736, 1.0720], [3.6392, 0.3565, -2.1322], [4.7012, 1.9083, -2.1210], [2.7178, 3.1313, -2.2177], [2.7608, 2.9254, -0.3577], [0.7345, 1.9928, -2.6280], [1.4950, 0.5713, -1.8649], [-1.4086, 2.4780, -2.9816], [-1.3111, -1.0039, -3.0683], [-3.4664, 0.2018, -1.6575], [1.2346, 4.6309, -1.0156], [-0.4412, 5.3607, -0.9774], [1.1966, 5.1855, -3.2027], [0.1366, 3.7616, -3.6637], [-1.5080, 6.3016, -2.6282], [-0.4102, 6.5865, -4.1327], [-3.4048, 4.8679, -4.1472], [-3.5593, 4.8712, -0.9172], [-3.8617, 2.4396, -0.3165], [2.2504, 2.4769, 3.5500], [0.7668, 3.3088, 4.3850], [1.6615, 1.8701, 5.2422], [1.2590, -0.6386, 3.8678], [-7.4700, 0.8048, 1.4492], [2.1585, 0.6874, 0.8574], [0.8993, -0.9942, 1.6966], [-2.0309, -1.2356, 1.0007], [-1.8180, -2.4960, -1.2767], [-0.3479, -3.5884, -0.5313], [-2.0504, -3.6041, 0.1890], [2.8650, -9.3659, -1.1029], [2.6945, -8.2662, -0.0656], [1.6220, -7.2423, -0.4437], [1.8972, -6.4506, -1.7267], [3.2140, -5.6702, -1.7409], [3.2819, -4.5945, -0.6677], [3.1946, -8.9666, -2.0662], [3.6191, -10.0851, -0.7672], [1.9260, -9.9070, -1.2545], [3.6552, -7.7714, 0.1059], [2.4128, -8.7287, 0.8879], [1.4902, -6.5469, 0.3936], [0.6601, -7.7596, -0.5563], [1.0675, -5.7504, -1.8859], [1.8829, -7.1313, -2.5864], [3.3230, -5.1905, -2.7212], [4.0668, -6.3507, -1.6363], [2.4659, -3.8750, -0.7847], [4.2275, -4.0479, -0.7442], [3.2269, -5.0213, 0.3378]], "mulliken_charge": [-0.70, -0.28, -0.44, -0.19, -1.17, 1.68, 1.27, -0.77, -0.54, -0.57, 1.17, -1.54, -1.17, -0.37, -0.26, 0.88, -0.63, 0.07, -1.36, 0.02, 0.02, 0.03, 1.33, 0.38, -0.66, -0.64, -0.69, -0.52, 0.31, -0.36, -0.31, 0.16, -0.27, -0.30, 1.03, -0.22, -0.30, 0.09, -0.41, -0.43, 0.01, -0.39, -0.40, -0.19, 0.78, -1.06, -0.12, 0.29, 0.26, 0.25, 0.26, 0.33, 0.33, -0.12, 0.55, 0.67, -0.18, 0.45, 0.38, 0.48, 0.27, 0.38, 0.50, 0.22, 0.39, 0.15, 0.24, 0.12, 0.21, 0.20, 0.27, 0.33, 0.38, 0.27, 0.45, -0.27, 0.13, 0.23, 0.45, -1.19, -0.46, -0.54, -0.62, -0.49, -0.59, 0.28, 0.37, 0.29, 0.23, 0.38, 0.21, 0.42, 0.26, 0.36, 0.36, 0.27, -0.12, 0.45, 0.29]}

{"formula": "C3H5Br2NO2", "method": "the ωB97M-V functional and the def2-TZVPD basis", "de_lowest_kcal_mol": 117.9, "elements": ["C", "C", "C", "N", "O", "O", "Br", "Br", "H", "H", "H", "H", "H"], "positions_angstrom": [[-0.3050, -0.3802, -0.4144], [0.8282, -0.0553, 0.5161], [2.0661, 0.2970, -0.1763], [3.7516, -0.4702, 1.6662], [4.3030, -1.4414, 1.2496], [3.5814, -0.0951, 2.7663], [2.8235, -1.0595, -1.2868], [2.5250, 2.0406, -0.3830], [-0.1725, -1.1421, -1.2239], [-0.6310, 0.5945, -0.9563], [-1.2712, -0.6391, 0.2007], [1.0900, -0.9882, 1.2119], [0.3645, 0.7519, 1.0169]], "mulliken_charge": [-1.02, -0.24, -0.10, 0.74, -0.41, -0.45, 0.02, -0.01, 0.34, 0.27, 0.29, 0.21, 0.36]}